Entry 1:
ORCA calculation (the ωB97M-V functional and the def2-TZVPD basis) on a structure of composition C25H44AlCl3N4O3SeSi in a non-equilibrium geometry.

```
! RIJCOSX wB97M-V def2-TZVPD def2/J DEFGRID3
* xyz 0 1
C 2.550 -2.640 -2.423
C 2.090 -1.681 -3.456
H 1.906 -3.518 -2.424
H 2.534 -2.211 -1.429
H 3.573 -2.951 -2.651
C 2.114 -2.009 -4.766
C 2.421 -3.372 -5.296
H 2.013 -1.241 -5.542
H 1.873 -4.178 -4.781
H 3.497 -3.613 -5.256
H 2.117 -3.415 -6.349
Al 1.784 0.256 -0.068
Cl 2.491 0.577 2.042
Cl 3.801 0.660 -0.769
C 0.661 2.711 0.559
O 0.476 1.548 0.096
N -0.324 3.552 0.811
C -1.684 3.086 1.146
C -0.006 4.962 0.993
H 1.692 3.036 0.773
H -1.653 2.364 1.979
H -2.173 2.642 0.266
H -2.247 3.975 1.453
H 0.911 5.049 1.594
H -0.834 5.444 1.507
H 0.161 5.450 0.017
H -0.087 -3.419 3.725
H -0.180 -3.634 0.111
C -0.959 -2.980 3.225
C -1.019 -3.463 0.790
N -0.575 -2.588 1.876
H -1.290 -2.100 3.790
C 0.286 -1.597 1.682
O 0.761 -1.294 0.544
H -1.875 -3.016 0.267
H 0.542 -1.008 2.584
H -1.753 -3.720 3.153
H -1.344 -4.397 1.261
O 1.051 -0.186 -1.732
C 1.760 -0.250 -3.012
C 0.350 0.190 -5.173
C 1.234 0.630 -4.170
H -0.065 -0.822 -5.196
C 0.045 0.981 -6.294
H 2.739 0.180 -2.764
C 1.854 1.884 -4.361
H -0.672 0.636 -7.030
C 0.613 2.252 -6.433
C 1.547 2.668 -5.475
H 2.620 2.220 -3.657
H 0.346 2.885 -7.286
H 2.008 3.652 -5.597
Si -1.165 -0.109 -2.534
Cl -1.085 -2.049 -3.465
C -2.433 0.392 -3.898
C -0.905 1.870 -2.538
C -1.991 -0.318 -0.898
H -2.328 1.392 -4.330
H -3.408 0.325 -3.402
H -2.404 -0.314 -4.733
H -3.008 -0.658 -1.121
H -2.080 0.583 -0.280
H -1.459 -1.072 -0.334
H -0.565 2.258 -3.508
H -0.224 2.260 -1.779
H -1.887 2.329 -2.344
C 1.534 0.082 6.257
N 0.277 -0.229 6.903
C 0.121 -0.734 8.178
C -1.212 -0.871 8.393
N -1.847 -0.447 7.245
C -3.283 -0.396 7.075
C -0.938 -0.081 6.281
Se -1.232 0.407 4.550
H 2.301 0.202 7.033
H 1.435 1.003 5.667
H 1.830 -0.723 5.572
H 0.973 -0.951 8.811
H -1.754 -1.214 9.254
H -3.725 -1.398 7.090
H -3.728 0.191 7.886
H -3.493 0.083 6.118
*
```

The calculated total energy is -5737.8908 hartree. As for the gap between HOMO and LUMO: 7.725 eV.

Atom charges from the Löwdin analysis, given in e for atoms 1 to 4:
1 C -0.041
2 C -0.267
3 H 0.082
4 H 0.050

Entry 2:
ORCA calculation (the ωB97M-V functional and the def2-TZVPD basis) on a cluster of 2 separate species, C25H44BClF4N2O4SSi in total in a non-equilibrium geometry.

```
! RIJCOSX wB97M-V def2-TZVPD def2/J DEFGRID3
* xyz 0 1
C 2.622 1.696 -3.833
B 1.896 2.957 -3.259
O 2.648 4.025 -2.862
C 0.274 3.142 -3.074
F 0.090 4.245 -2.234
C -0.537 1.964 -2.418
N -1.833 2.481 -1.946
C 0.175 1.469 -1.126
F 0.625 2.571 -0.432
F 1.304 0.771 -1.476
C -0.644 0.611 -0.185
C 0.241 0.102 0.984
Si 0.571 -1.747 1.065
C 1.967 -2.027 2.295
C -0.950 -2.657 1.679
C 1.134 -2.496 -0.559
C 2.372 -2.184 -1.131
C 2.799 -2.780 -2.305
C 1.992 -3.718 -2.938
C 0.753 -4.031 -2.399
C 0.326 -3.423 -1.226
C -0.808 0.753 -3.370
C -2.257 0.290 -3.454
C -2.508 -0.982 -4.301
C -3.086 -0.732 -5.693
Cl -1.071 -2.048 -4.438
O -0.209 0.924 -4.680
S -0.633 2.154 -5.562
O 0.238 2.151 -6.688
O -2.052 2.190 -5.771
C -0.227 3.599 -4.472
N -1.271 4.571 -4.464
F 0.858 4.196 -5.092
H 2.058 0.771 -3.778
H 2.878 1.847 -4.888
H 3.557 1.564 -3.285
H 2.409 4.361 -1.992
H -2.319 2.984 -2.672
H -1.696 3.095 -1.155
H -1.452 1.208 0.228
H -1.056 -0.230 -0.747
H 1.187 0.644 1.036
H -0.275 0.346 1.919
H 2.823 -1.399 2.038
H 1.664 -1.848 3.325
H 2.296 -3.064 2.193
H -0.714 -3.714 1.808
H -1.776 -2.575 0.969
H -1.284 -2.245 2.633
H 3.024 -1.460 -0.653
H 3.769 -2.530 -2.717
H 2.321 -4.206 -3.846
H 0.113 -4.746 -2.900
H -0.644 -3.684 -0.822
H -0.262 -0.091 -2.950
H -2.911 1.069 -3.837
H -2.572 0.074 -2.434
H -3.230 -1.579 -3.747
H -2.283 -0.663 -6.427
H -3.730 -1.557 -5.994
H -3.645 0.201 -5.727
H -2.179 4.119 -4.502
H -1.206 5.081 -5.341
C -0.803 -2.165 8.551
C 0.111 -0.944 8.501
C -0.497 0.243 7.755
C -0.808 -0.017 6.280
C 0.390 -0.459 5.441
C 1.504 0.581 5.373
H -1.020 -2.549 7.553
H -0.341 -2.973 9.119
H -1.752 -1.920 9.032
H 1.068 -1.221 8.050
H 0.338 -0.629 9.523
H 0.177 1.099 7.841
H -1.424 0.540 8.257
H -1.226 0.897 5.847
H -1.594 -0.773 6.200
H 0.041 -0.664 4.425
H 0.792 -1.402 5.822
H 1.134 1.520 4.957
H 2.321 0.234 4.738
H 1.923 0.789 6.359
*
```

The calculated total energy is -2961.7531 hartree. As for the gap between HOMO and LUMO: 9.742 eV. The value obtained for the relative energy (zero: lowest compared OMol25 entry of this formula, charge and spin) is 0.000 eV. Its structure (SMILES) is CB(O)[C@]1(F)[C@](N)(C(F)(F)CC[Si](C)(C)c2ccccc2)[C@@H](C[C@@H](C)Cl)OS(=O)(=O)[C@]1(N)F.CCCCCC.

Atom charges from the Löwdin analysis, given in e for atoms 1 to 4:
1 C 0.026
2 B -0.439
3 O 0.170
4 C -0.202

Entry 3:
ORCA calculation (the ωB97M-V functional and the def2-TZVPD basis) on a structure of composition C25H44BF4N4O5STeY in a non-equilibrium geometry.

```
! RIJCOSX wB97M-V def2-TZVPD def2/J DEFGRID3
* xyz 2 1
Y -0.011 -0.728 -0.858
C -4.438 -0.628 -4.017
N -3.808 -0.972 -2.741
C -4.443 -2.030 -1.956
C -2.735 -0.355 -2.303
O -2.197 -0.616 -1.198
C -2.103 0.719 -3.179
O -0.997 1.284 -2.497
C -1.225 2.547 -1.910
C -0.584 2.547 -0.533
O -0.215 1.465 -0.041
N -0.413 3.713 0.067
C 0.339 3.804 1.315
C -0.920 4.978 -0.454
H -5.115 -1.429 -4.295
H -3.701 -0.521 -4.812
H -5.018 0.293 -3.937
H -4.435 -2.960 -2.524
H -5.474 -1.752 -1.738
H -3.896 -2.174 -1.032
H -2.834 1.479 -3.457
H -1.721 0.257 -4.089
H -2.294 2.754 -1.807
H -0.774 3.316 -2.539
H 0.922 2.898 1.453
H -0.336 3.932 2.159
H 1.010 4.661 1.261
H -1.722 4.822 -1.171
H -0.123 5.553 -0.928
H -1.316 5.562 0.374
C -1.778 -4.518 0.454
Te -0.002 -3.330 0.618
C -0.234 -3.237 2.751
H -1.672 -5.348 1.146
H -1.849 -4.889 -0.563
H -2.654 -3.926 0.703
H -1.145 -2.735 3.052
H 0.633 -2.729 3.170
H -0.252 -4.262 3.114
C 1.046 0.354 5.678
N 1.526 0.498 4.306
N 0.749 0.119 3.226
C 1.593 -0.137 2.156
O 1.200 -0.569 1.039
C 2.903 0.107 2.610
C 2.821 0.463 3.935
C 3.906 0.746 4.907
C -0.631 0.487 3.180
C -1.058 1.612 3.882
C -2.392 1.986 3.862
C -3.315 1.254 3.129
C -2.884 0.150 2.411
C -1.553 -0.240 2.441
H -0.002 0.074 5.669
H 1.159 1.287 6.227
H 1.606 -0.427 6.192
H 3.795 0.002 2.016
H 4.850 0.881 4.386
H 4.027 -0.078 5.614
H 3.691 1.646 5.484
H -0.348 2.213 4.434
H -2.707 2.857 4.422
H -4.360 1.535 3.130
H -3.589 -0.439 1.839
H -1.249 -1.117 1.898
C 3.455 1.553 -3.553
C 4.219 0.734 -2.520
S 3.295 -0.741 -1.969
O 1.862 -0.222 -1.813
C 3.352 -1.681 -3.532
C 4.261 -2.892 -3.355
H 3.809 2.583 -3.548
H 2.391 1.557 -3.317
H 3.584 1.165 -4.562
H 4.412 1.308 -1.614
H 5.169 0.349 -2.894
H 3.704 -1.027 -4.326
H 2.328 -1.973 -3.744
H 5.294 -2.593 -3.167
H 4.246 -3.494 -4.262
H 3.923 -3.517 -2.528
F -1.266 -3.056 -2.159
B -0.117 -2.836 -2.940
F -0.039 -3.541 -4.078
F -0.145 -1.389 -3.181
F 1.006 -2.995 -2.074
*
```

The calculated total energy is -2703.0358 hartree. As for the gap between HOMO and LUMO: 9.022 eV. The value obtained for the relative energy (zero: lowest compared OMol25 entry of this formula, charge and spin) is 1.089 eV.

Atom charges from the Löwdin analysis, given in e for atoms 1 to 4:
1 Y 1.435
2 C 0.005
3 N -0.094
4 C 0.014

Entry 4:
ORCA calculation (the ωB97M-V functional and the def2-TZVPD basis) on a cluster of 3 separate species, C25H44Br2NO5 in total in a non-equilibrium geometry.

```
! RIJCOSX wB97M-V def2-TZVPD def2/J DEFGRID3
* xyz 0 2
C -1.254 0.023 4.014
C -1.150 0.400 2.878
C -0.988 0.862 1.498
C 0.407 0.474 0.962
C 0.495 0.064 -0.517
C -0.437 -1.091 -1.022
C -1.546 -0.624 -2.012
Br -0.754 0.209 -3.627
C -2.680 0.353 -1.658
C -2.325 1.807 -1.299
Br -3.991 -0.369 -0.381
C 0.504 -2.030 -1.889
C 1.131 -3.215 -1.149
C 2.087 -2.838 0.001
C 1.991 -3.976 -2.183
N 0.051 -4.138 -0.677
O -0.162 -5.182 -1.390
C -1.202 -3.478 -0.210
C -1.574 -4.139 1.141
C -2.376 -3.732 -1.161
C -0.949 -1.990 0.121
H -1.366 -0.478 4.947
H -1.756 0.348 0.924
H -1.141 1.940 1.459
H 1.075 1.329 1.103
H 0.827 -0.310 1.592
H 1.530 -0.243 -0.663
H 0.372 0.952 -1.138
H -2.006 -1.520 -2.419
H -3.281 0.404 -2.562
H -2.575 2.029 -0.266
H -1.293 2.061 -1.517
H -2.948 2.477 -1.894
H -0.069 -2.462 -2.716
H 1.308 -1.454 -2.344
H 2.325 -3.729 0.580
H 1.721 -2.033 0.633
H 3.024 -2.489 -0.429
H 1.465 -4.110 -3.127
H 2.867 -3.360 -2.399
H 2.347 -4.925 -1.790
H -1.557 -5.223 1.051
H -2.579 -3.812 1.421
H -0.901 -3.811 1.935
H -2.080 -3.775 -2.210
H -2.878 -4.663 -0.909
H -3.110 -2.935 -1.054
H -0.192 -2.011 0.902
H -1.853 -1.633 0.607
O 4.967 -0.808 -0.791
C 4.788 -0.012 -1.671
O 4.177 -0.422 -2.800
C 3.771 0.483 -3.832
C 4.897 0.786 -4.798
C 5.284 1.412 -1.569
H 3.340 1.386 -3.398
H 2.964 -0.029 -4.355
H 5.730 1.286 -4.302
H 4.541 1.429 -5.603
H 5.280 -0.138 -5.230
H 6.333 1.434 -1.862
H 5.205 1.723 -0.531
H 4.730 2.124 -2.176
O -1.852 4.354 1.806
C -2.096 4.571 2.962
O -2.561 3.568 3.722
C -2.703 3.652 5.141
C -4.023 4.278 5.543
C -1.960 5.954 3.555
H -1.848 4.165 5.584
H -2.663 2.619 5.482
H -4.102 5.310 5.199
H -4.131 4.269 6.628
H -4.850 3.721 5.104
H -2.865 6.517 3.330
H -1.116 6.446 3.078
H -1.791 5.966 4.629
*
```

The calculated total energy is -6557.8410 hartree. As for the gap between HOMO and LUMO (alpha / beta): 8.294 / 9.499 eV. Its expectation value of S² is 0.75.

Atom charges from the Löwdin analysis, given in e for atoms 1 to 4:
1 C 0.104
2 C -0.135
3 C -0.200
4 C -0.166

Entry 5:
ORCA calculation (the ωB97M-V functional and the def2-TZVPD basis) on a cluster of 2 separate species, C25H44BrIN5O8P2 in total in a non-equilibrium geometry.

```
! RIJCOSX wB97M-V def2-TZVPD def2/J DEFGRID3
* xyz 1 1
C -3.652 3.622 0.324
C -2.943 4.529 -0.645
O -3.493 5.158 -1.506
O -1.614 4.569 -0.425
C -0.825 5.179 -1.474
C -0.794 4.334 -2.745
C 0.388 3.355 -2.817
C 0.582 2.533 -1.527
C 0.915 1.040 -1.769
C -0.218 0.122 -1.286
C -0.450 0.265 0.240
C 0.799 0.556 1.077
C 1.868 -0.541 1.144
C 2.811 -0.362 2.358
C 4.138 0.256 1.941
N 3.931 1.594 1.397
C 4.294 2.003 0.146
C 3.935 3.317 -0.007
C 3.331 3.724 1.210
C 3.347 2.642 2.052
N -1.112 -0.906 0.888
Br -2.636 -0.518 1.890
C -1.132 -2.122 0.258
N -1.069 -3.239 0.960
C -1.142 -4.523 0.223
O -2.436 -4.796 -0.241
C -3.311 -5.250 0.735
C -4.701 -4.727 0.577
O -2.936 -5.985 1.596
P -0.831 -3.158 2.764
C 0.041 -4.732 2.997
O -2.330 -3.601 3.240
N -1.113 -2.217 -1.125
P -2.793 -2.139 -1.796
N -3.347 -0.580 -1.333
O -2.478 -1.906 -3.368
C 0.016 -1.353 -1.620
C 0.463 -1.642 -3.063
C 0.539 -3.121 -3.402
O -0.277 -3.942 -3.178
I 2.382 -3.679 -4.386
H -3.032 2.777 0.622
H -3.937 4.185 1.215
H -4.565 3.264 -0.148
H -1.203 6.183 -1.661
H 0.171 5.280 -1.043
H -1.733 3.788 -2.847
H -0.730 5.022 -3.591
H 1.300 3.917 -3.038
H 0.229 2.700 -3.679
H -0.341 2.606 -0.949
H 1.388 2.978 -0.945
H 1.030 0.904 -2.846
H 1.869 0.776 -1.311
H -1.099 0.476 -1.826
H -1.116 1.115 0.387
H 1.250 1.495 0.756
H 0.447 0.722 2.100
H 2.499 -0.503 0.250
H 1.417 -1.537 1.175
H 3.000 -1.326 2.834
H 2.318 0.264 3.104
H 4.578 -0.333 1.135
H 4.837 0.304 2.773
H 4.796 1.348 -0.549
H 4.101 3.924 -0.883
H 2.935 4.698 1.450
H 2.989 2.546 3.065
H -0.827 -5.318 0.883
H -0.479 -4.478 -0.636
H -4.845 -4.263 -0.396
H -5.400 -5.546 0.733
H -4.852 -3.995 1.374
H 0.621 -4.602 3.912
H 0.690 -5.004 2.169
H -0.678 -5.539 3.161
H -2.690 -2.886 3.780
H -4.324 -0.670 -1.074
H -3.268 0.147 -2.037
H -2.252 -0.997 -3.596
H 0.890 -1.647 -1.025
H 1.464 -1.232 -3.172
H -0.148 -1.154 -3.821
O 5.189 1.741 4.579
H 5.429 2.576 4.161
H 5.935 1.533 5.151
*
```

The calculated total energy is -5408.9603 hartree. As for the gap between HOMO and LUMO: 6.307 eV.

Atom charges from the Löwdin analysis, given in e for atoms 1 to 4:
1 C 0.029
2 C -0.550
3 O 0.119
4 O -0.026

Entry 6:
ORCA calculation (the ωB97M-V functional and the def2-TZVPD basis) on a structure of composition C25H44CeCl3N4O3Si in a non-equilibrium geometry.

```
! RIJCOSX wB97M-V def2-TZVPD def2/J DEFGRID3
* xyz 0 2
C 3.051 -0.675 -5.050
C 1.632 -0.230 -4.778
H 3.275 -0.618 -6.119
H 3.088 -1.728 -4.761
H 3.813 -0.097 -4.501
C 0.622 -0.498 -5.620
C 0.666 -1.552 -6.663
H -0.146 0.254 -5.735
H 0.972 -2.526 -6.247
H 1.403 -1.275 -7.433
H -0.319 -1.656 -7.135
Ce -0.044 -0.888 1.826
Cl 1.742 1.044 1.438
Cl 0.766 -2.816 3.403
H -0.696 -0.464 6.824
H 1.868 0.738 7.175
C -0.152 -0.895 5.976
C 2.077 0.177 6.240
N 0.856 0.030 5.446
H -0.833 -1.243 5.194
C 0.613 0.794 4.384
O -0.415 0.631 3.656
H 2.826 0.691 5.614
H 1.388 1.562 4.175
H 0.386 -1.750 6.386
H 2.409 -0.833 6.522
H 0.973 -2.876 -2.752
H -1.727 -2.002 -4.239
C 0.130 -3.534 -2.491
C -2.013 -2.737 -3.475
N -1.093 -2.744 -2.330
H 0.337 -4.106 -1.580
C -1.520 -2.120 -1.207
O -1.167 -2.224 -0.034
H -3.016 -2.486 -3.114
H -2.374 -1.457 -1.444
H -0.061 -4.200 -3.342
H -2.025 -3.718 -3.957
O 1.619 -0.507 -2.874
C 1.310 0.628 -3.543
C -1.212 0.682 -3.140
C -0.028 1.387 -3.318
H -1.146 -0.404 -3.066
C -2.439 1.349 -3.063
H 2.085 1.404 -3.523
C -0.085 2.805 -3.285
H -3.347 0.755 -2.953
C -2.505 2.736 -3.152
C -1.317 3.466 -3.216
H 0.818 3.420 -3.331
H -3.481 3.232 -3.137
H -1.383 4.560 -3.226
Si 3.904 -2.178 0.265
Cl 1.581 -2.070 0.177
C 4.016 -3.958 0.911
C 4.412 -1.137 1.751
C 4.942 -1.852 -1.216
H 3.057 -4.362 1.263
H 4.732 -4.018 1.746
H 4.365 -4.642 0.126
H 4.799 -2.621 -1.989
H 5.986 -1.917 -0.858
H 4.762 -0.842 -1.623
H 3.688 -0.355 1.989
H 5.383 -0.659 1.575
H 4.505 -1.757 2.653
C -5.328 0.649 0.818
C -3.912 1.056 0.741
C -3.289 2.285 0.562
C -1.900 2.044 0.565
N -1.673 0.715 0.783
N -2.922 0.165 0.866
C -0.862 3.051 0.329
H -5.777 0.984 1.762
H -5.900 1.088 -0.006
H -5.450 -0.438 0.766
H -3.791 3.225 0.419
H -3.056 -0.840 0.922
H -1.089 3.971 0.885
H 0.114 2.676 0.652
H -0.805 3.320 -0.735
*
```

The calculated total energy is -3569.0427 hartree. As for the gap between HOMO and LUMO (alpha / beta): 4.893 / 4.881 eV. Its expectation value of S² is 0.75. The value obtained for the relative energy (zero: lowest compared OMol25 entry of this formula, charge and spin) is 5.498 eV.

Atom charges from the Löwdin analysis, given in e for atoms 1 to 4:
1 C -0.051
2 C -0.311
3 H 0.068
4 H 0.071